This record from OMol25 describes a structure of composition C41H37AsCrN6O8S at a distorted geometry. The level of theory is ωB97M-V/def2-TZVPD.

Geometry as XYZ:
```
95
C41H37AsCrN6O8S (ωB97M-V/def2-TZVPD)
Cr 0.61 0.03 0.57
C 1.06 3.87 6.61
C 1.22 3.20 5.27
C 2.45 3.17 4.63
C 2.60 2.47 3.46
C 1.56 1.73 2.88
N 1.87 0.89 1.81
C 2.98 0.06 2.01
C 3.30 -0.48 3.27
C 4.31 -1.41 3.43
C 5.08 -1.83 2.35
C 6.11 -2.91 2.52
C 4.79 -1.31 1.11
C 3.76 -0.39 0.94
N 3.41 0.00 -0.38
C 4.22 0.24 -1.42
C 3.43 0.40 -2.53
C 2.12 0.23 -2.07
N 2.13 -0.01 -0.76
C 0.29 1.85 3.46
C 0.16 2.57 4.65
N -0.86 1.21 2.94
C -2.11 1.26 3.46
C -2.94 0.50 2.67
C -2.11 0.01 1.66
N -0.87 0.45 1.84
H 1.95 3.70 7.22
H 0.19 3.49 7.15
H 0.94 4.96 6.50
H 3.30 3.69 5.07
H 3.57 2.43 2.97
H 2.68 -0.22 4.12
H 4.47 -1.85 4.40
H 6.64 -2.82 3.47
H 6.84 -2.89 1.71
H 5.62 -3.89 2.51
H 5.33 -1.64 0.23
H 5.29 0.32 -1.30
H 3.74 0.62 -3.54
H 1.19 0.26 -2.61
H -0.80 2.63 5.15
H -2.36 1.82 4.34
H -3.99 0.33 2.80
H -2.33 -0.63 0.82
O 2.12 -4.03 1.60
As 0.59 -3.19 1.94
O 0.16 -3.62 3.45
O 0.85 -1.56 1.77
C -0.69 -4.05 0.72
C -1.45 -5.09 1.26
C -2.33 -5.79 0.46
C -2.47 -5.46 -0.89
C -1.73 -4.43 -1.43
C -0.84 -3.74 -0.62
S 0.14 -2.41 -1.26
O 0.09 -2.47 -2.70
O 1.47 -2.64 -0.73
O -0.53 -1.20 -0.70
H 2.43 -3.63 0.77
H -1.30 -5.32 2.31
H -2.91 -6.60 0.88
H -3.17 -6.01 -1.51
H -1.80 -4.16 -2.48
C -2.44 -1.49 -6.57
C -2.99 -0.75 -5.38
C -4.24 -1.08 -4.86
C -4.74 -0.42 -3.75
C -3.96 0.52 -3.10
C -2.69 0.83 -3.58
N -1.83 1.67 -2.84
C -2.20 2.85 -2.23
C -3.17 3.65 -2.86
C -3.49 4.90 -2.39
C -2.86 5.41 -1.26
C -1.93 4.62 -0.61
C -1.59 3.35 -1.06
C -0.64 2.59 -0.16
O -0.52 2.99 1.00
O 0.00 1.56 -0.62
C -2.23 0.25 -4.76
C -0.93 0.68 -5.38
H -3.12 -2.27 -6.89
H -1.48 -1.94 -6.30
H -2.26 -0.81 -7.41
H -4.83 -1.86 -5.33
H -5.72 -0.67 -3.36
H -4.31 1.00 -2.19
H -1.04 1.21 -2.40
H -3.65 3.27 -3.76
H -4.23 5.50 -2.91
H -3.10 6.40 -0.89
H -1.44 4.96 0.29
H -0.57 1.60 -4.91
H -1.06 0.87 -6.45
H -0.18 -0.10 -5.27
```

* multiplicity: 4
* expectation value of S²: 3.77
* net charge: -1
* max |F|: 0.030 Eh/bohr
* frontier orbital gap (spin up / spin down): 0.26306 / 0.27031 Ha
* DFT total energy: -168540.1828 eV

This record from OMol25 describes a structure of composition C41H37BBaBrF4N2O5S2Sb. The level of theory is ωB97M-V/def2-TZVPD.

Geometry as XYZ:
```
95
C41H37BBaBrF4N2O5S2Sb (ωB97M-V/def2-TZVPD)
Ba -0.12 0.69 0.14
O 1.39 2.63 -3.70
C 1.31 1.81 -2.78
O 0.24 1.40 -2.22
C 2.62 1.13 -2.33
C 2.47 -0.38 -2.10
C 3.84 -1.06 -2.21
C 4.49 -0.64 -0.87
C 3.38 0.22 -0.25
O 2.21 -0.50 -0.69
C 3.29 1.57 -0.98
C 2.64 2.71 -0.15
O 3.20 3.80 -0.19
O 1.61 2.41 0.56
H 3.33 1.31 -3.14
H 1.66 -0.85 -2.67
H 4.39 -0.73 -3.09
H 3.72 -2.15 -2.28
H 5.42 -0.08 -1.00
H 4.70 -1.50 -0.24
H 3.38 0.27 0.84
H 4.29 1.94 -1.19
S 1.82 -0.57 3.01
C 1.73 -2.24 2.73
N 0.66 -2.98 2.52
C 0.98 -4.31 2.39
C 0.05 -5.34 2.19
C 0.49 -6.65 2.05
C 1.85 -6.96 2.11
C 2.78 -5.95 2.33
C 2.34 -4.64 2.47
S 3.24 -3.19 2.75
H -1.00 -5.10 2.12
H -0.23 -7.43 1.87
H 2.18 -7.98 2.00
H 3.84 -6.19 2.39
Br -3.54 3.38 5.16
C -2.79 1.77 4.50
C -2.86 0.61 5.25
C -2.29 -0.54 4.73
C -1.68 -0.48 3.49
N -1.63 0.64 2.77
C -2.17 1.75 3.26
H -3.35 0.61 6.22
H -2.32 -1.47 5.28
H -1.19 -1.35 3.07
H -2.13 2.65 2.66
F -2.82 1.23 -0.21
B -4.14 0.76 0.13
F -4.56 1.41 1.29
F -4.99 1.02 -0.94
F -4.05 -0.63 0.35
C -2.75 -3.22 1.45
C -2.99 -4.27 0.40
C -3.53 -5.51 0.77
C -3.75 -6.51 -0.16
C -3.44 -6.29 -1.50
C -2.91 -5.07 -1.88
C -2.68 -4.06 -0.95
Sb -1.86 -2.19 -1.65
C -0.52 -3.16 -3.05
C -0.76 -3.16 -4.42
C 0.12 -3.77 -5.30
C 1.26 -4.38 -4.81
C 1.51 -4.39 -3.44
C 0.63 -3.78 -2.55
C 0.93 -3.82 -1.07
C -3.43 -1.74 -3.04
C -4.66 -2.37 -2.92
C -5.72 -2.04 -3.76
C -5.54 -1.08 -4.74
C -4.31 -0.44 -4.85
C -3.25 -0.74 -4.00
C -1.97 0.04 -4.10
H -2.80 -3.66 2.45
H -3.49 -2.42 1.38
H -1.77 -2.77 1.35
H -3.76 -5.68 1.81
H -4.17 -7.46 0.16
H -3.60 -7.07 -2.24
H -2.66 -4.90 -2.92
H -1.66 -2.68 -4.81
H -0.08 -3.75 -6.36
H 1.97 -4.85 -5.49
H 2.40 -4.87 -3.06
H 1.82 -4.41 -0.85
H 0.10 -4.27 -0.52
H 1.09 -2.82 -0.66
H -4.82 -3.11 -2.15
H -6.68 -2.54 -3.64
H -6.35 -0.82 -5.40
H -4.18 0.33 -5.60
H -1.89 0.56 -5.06
H -1.09 -0.59 -3.99
H -1.91 0.79 -3.31
```

* multiplicity: 1
* net charge: -2
* ΔE to the lowest compared entry with this formula, charge and spin: 4.55 kcal per mole
* max |F|: 0.017 Eh/bohr
* frontier orbital gap: 0.24360 Ha
* DFT total energy: -166840.9008 eV